one:
Entry from OMol25: one molecule with the formula C4H7P (ωB97M-V/def2-TZVPD).

Geometry (Å):
C1 1.27 -1.48 0.98
C2 0.95 -0.98 -0.16
C3 -1.13 0.53 0.56
C4 -1.05 1.04 -0.88
P1 -0.84 -0.88 -0.66
H1 2.26 -1.89 1.30
H2 0.38 -1.76 1.60
H3 1.62 -0.61 -0.87
H4 -0.45 0.71 1.27
H5 -2.19 0.59 1.04
H6 -1.97 1.59 -1.35
H7 -0.08 1.61 -1.20

**Charge**: 0
**Lowest unoccupied orbital energy**: 1.21 eV
**SMILES string**: C=CP1CC1
**Frontier orbital gap**: 0.3819 Eh
**2S+1**: 1


two:
Entry from OMol25: one molecule with the formula C4H7P (ωB97M-V/def2-TZVPD).

Geometry (Å):
C1 0.06 -1.04 -0.43
C2 -0.22 0.83 1.22
C3 0.23 1.46 -0.08
C4 -0.54 0.17 -0.07
P1 -0.47 -2.71 -1.84
H1 1.12 -1.01 -0.38
H2 0.69 0.51 1.88
H3 -0.98 1.30 1.83
H4 -0.21 2.26 -0.57
H5 1.34 1.27 -0.23
H6 -1.48 0.34 -0.32
H7 0.46 -3.37 -1.01

**Charge**: 0
**Lowest unoccupied orbital energy (alpha / beta)**: -0.85 / 0.16 eV
**SMILES string**: [H]/P=C/C1CC1
**Frontier orbital gap (alpha / beta)**: 0.2502 / 0.3174 Eh
**2S+1**: 1


Decreasing stability: one, two


one:
Entry from OMol25: H6N4O as an isolated structure (ωB97M-V/def2-TZVPD).

Geometry (Å):
N1 -0.06 -0.14 -0.57
N2 -0.09 0.80 0.43
N3 -0.42 -1.32 -0.11
N4 1.68 -0.05 -0.44
O1 -1.72 1.28 0.22
H1 -2.09 0.97 1.06
H2 0.21 1.68 0.01
H3 -0.44 -1.40 0.91
H4 -1.13 -1.77 -0.68
H5 2.01 -0.36 0.47
H6 2.06 0.32 -1.31

**Charge**: 0
**Lowest unoccupied orbital energy**: 1.00 eV
**Frontier orbital gap**: 0.3727 Eh
**2S+1**: 1


two:
Entry from OMol25: H6N4O as an isolated structure (ωB97M-V/def2-TZVPD).

Geometry (Å):
N1 -0.22 -0.17 -0.59
N2 0.02 0.74 0.38
N3 -0.58 -1.32 -0.10
N4 1.73 -0.14 -0.46
O1 -1.72 1.35 0.27
H1 -2.07 1.01 1.11
H2 0.24 1.61 -0.09
H3 -0.50 -1.45 0.91
H4 -1.12 -1.90 -0.72
H5 2.11 -0.22 0.48
H6 2.10 0.48 -1.19

**Charge**: 0
**Lowest unoccupied orbital energy (alpha / beta)**: 0.19 / 0.18 eV
**Frontier orbital gap (alpha / beta)**: 0.3183 / 0.3182 Eh
**2S+1**: 1


Decreasing stability: one, two


one:
Entry from OMol25: a 2-piece molecular cluster, C9H12N4 overall (ωB97M-V/def2-TZVPD).

Geometry (Å):
C1 -1.43 -1.83 -2.44
N1 -0.19 -1.06 -2.56
C2 1.08 -1.74 -2.29
C3 -0.25 0.24 -2.43
H1 -1.18 -2.89 -2.55
H2 -1.90 -1.65 -1.47
H3 -2.13 -1.51 -3.22
H4 0.91 -2.82 -2.35
H5 1.83 -1.43 -3.03
H6 1.44 -1.45 -1.29
H7 0.66 0.83 -2.37
H8 -1.17 0.77 -2.68
C4 1.30 0.91 3.42
C5 1.40 0.28 2.17
C6 0.37 0.54 1.26
C7 -0.75 1.33 1.61
C8 -0.83 1.98 2.85
C9 0.22 1.76 3.74
N2 -1.55 1.44 0.46
N3 -0.92 0.80 -0.49
N4 0.27 0.26 -0.09
H9 2.09 0.75 4.16
H10 2.20 -0.38 1.85
H11 -1.69 2.62 3.04
H12 0.22 2.26 4.71

**Charge**: 0
**Lowest unoccupied orbital energy**: 0.26 eV
**Frontier orbital gap**: 0.2883 Eh
**2S+1**: 1


two:
Entry from OMol25: one molecule with the formula C9H12N4 (ωB97M-V/def2-TZVPD).

Geometry (Å):
C1 -2.51 0.44 -0.56
C2 -2.36 1.76 1.43
C3 -1.22 0.26 -0.83
C4 -0.47 2.68 0.22
C5 0.88 -0.90 -1.10
C6 1.43 -0.60 0.32
C7 0.50 -2.34 -1.37
C8 0.65 -1.40 1.44
C9 2.42 0.27 0.53
N1 -3.00 0.97 0.66
N2 -1.18 2.41 1.15
N3 -0.12 0.14 -1.34
N4 0.47 3.09 -0.43
H1 -3.28 0.13 -1.15
H2 -2.86 2.01 2.43
H3 1.79 -0.60 -1.88
H4 -0.45 -2.53 -0.98
H5 1.21 -2.89 -0.87
H6 0.28 -2.44 -2.50
H7 0.13 -2.26 0.95
H8 -0.03 -0.73 1.91
H9 1.41 -1.70 2.23
H10 0.66 2.92 -1.47
H11 2.85 0.75 -0.29
H12 2.78 0.53 1.52

**Charge**: 0
**Lowest unoccupied orbital energy**: 0.65 eV
**Frontier orbital gap**: 0.3132 Eh
**2S+1**: 1


Decreasing stability: one, two


one:
Entry from OMol25: a 2-piece molecular cluster, C22H25N5 overall (ωB97M-V/def2-TZVPD).

Geometry (Å):
C1 -0.27 0.03 1.30
C2 0.85 0.84 1.22
C3 2.17 0.35 1.01
N1 3.26 -0.04 0.80
C4 0.78 2.27 1.30
N2 0.82 3.44 1.39
C5 -1.61 0.53 1.10
C6 -1.87 1.73 0.38
C7 -3.16 2.24 0.29
C8 -4.25 1.54 0.82
C9 -4.02 0.30 1.45
C10 -2.73 -0.21 1.55
H1 -0.18 -1.05 1.45
H2 -1.05 2.24 -0.12
H3 -3.31 3.20 -0.21
H4 -5.26 1.95 0.76
H5 -4.87 -0.26 1.86
H6 -2.56 -1.19 2.00
C11 1.70 -2.53 1.95
N3 1.74 -3.96 2.12
C12 2.44 -4.66 1.05
C13 1.81 -4.39 3.44
N4 1.93 -3.45 4.35
C14 2.54 -3.83 5.61
C15 3.21 -2.70 6.41
C16 2.42 -1.73 7.04
C17 3.00 -0.68 7.75
C18 4.40 -0.58 7.82
C19 5.20 -1.55 7.21
C20 4.61 -2.61 6.51
N5 1.69 -5.74 3.61
C21 0.89 -6.50 2.64
C22 1.79 -6.40 4.90
H7 1.23 -2.10 2.84
H8 2.69 -2.08 1.85
H9 1.12 -2.31 1.05
H10 2.61 -5.71 1.30
H11 1.84 -4.62 0.13
H12 3.42 -4.20 0.82
H13 1.82 -4.33 6.28
H14 3.36 -4.55 5.43
H15 1.33 -1.81 6.96
H16 2.36 0.06 8.25
H17 4.86 0.28 8.33
H18 6.30 -1.48 7.29
H19 5.23 -3.36 6.02
H20 0.64 -5.89 1.77
H21 1.47 -7.37 2.32
H22 -0.04 -6.84 3.11
H23 2.78 -6.28 5.33
H24 1.01 -6.06 5.59
H25 1.65 -7.47 4.71

**Charge**: 0
**Lowest unoccupied orbital energy**: -1.21 eV
**SMILES string**: CN(C)C(=NCc1ccccc1)N(C)C.N#CC(C#N)=Cc1ccccc1
**Frontier orbital gap**: 0.2425 Eh
**2S+1**: 1


two:
Entry from OMol25: a 5-piece molecular cluster, C22H25N5 overall (ωB97M-V/def2-TZVPD).

Geometry (Å):
N1 6.27 -2.32 1.47
C1 7.32 -1.55 1.05
C2 7.30 -0.42 1.84
C3 6.31 -0.61 2.83
C4 5.66 -1.81 2.58
H1 6.00 -3.21 1.08
H2 7.91 -1.83 0.20
H3 7.95 0.44 1.80
H4 6.07 0.02 3.68
H5 4.78 -2.20 3.05
N2 -4.40 -0.69 1.65
C5 -3.91 -1.81 2.27
C6 -4.81 -2.19 3.23
C7 -5.88 -1.30 3.17
C8 -5.59 -0.33 2.24
H6 -3.91 -0.11 0.98
H7 -2.97 -2.24 1.97
H8 -4.67 -3.00 3.93
H9 -6.82 -1.36 3.69
H10 -6.09 0.55 1.87
N3 1.45 4.71 -2.51
C9 0.95 3.64 -1.85
C10 0.65 2.65 -2.74
C11 1.08 3.11 -4.00
C12 1.56 4.39 -3.86
H11 1.68 5.61 -2.13
H12 0.80 3.78 -0.78
H13 0.22 1.68 -2.54
H14 0.94 2.63 -4.95
H15 1.88 5.09 -4.61
N4 1.46 -1.29 2.17
C13 0.16 -1.35 1.85
C14 -0.52 -0.32 1.23
C15 0.23 0.67 0.63
C16 1.58 0.73 0.84
C17 2.16 -0.27 1.63
H16 -0.39 -2.20 2.24
H17 -1.60 -0.33 1.16
H18 -0.32 1.50 0.18
H19 2.26 1.50 0.51
H20 3.22 -0.24 1.85
N5 -3.47 -0.12 -1.24
C18 -4.46 -0.80 -1.81
C19 -4.34 -1.51 -2.99
C20 -3.12 -1.50 -3.63
C21 -2.12 -0.71 -3.10
C22 -2.31 0.00 -1.91
H21 -5.44 -0.84 -1.34
H22 -5.17 -2.04 -3.45
H23 -2.88 -2.16 -4.46
H24 -1.15 -0.57 -3.56
H25 -1.52 0.56 -1.45

**Charge**: 0
**Lowest unoccupied orbital energy**: 0.70 eV
**SMILES string**: c1cc[nH]c1.c1cc[nH]c1.c1cc[nH]c1.c1ccncc1.c1ccncc1
**Frontier orbital gap**: 0.3206 Eh
**2S+1**: 1


Decreasing stability: two, one


one:
Entry from OMol25: one molecule with the formula C4H8N2S2 (ωB97M-V/def2-TZVPD).

Geometry (Å):
C1 2.58 0.07 0.13
C2 -0.69 0.33 0.59
C3 -2.37 -0.60 -1.11
C4 -1.03 -0.38 -0.51
N1 1.63 -0.20 1.06
N2 0.53 0.62 1.23
S1 3.43 -1.24 -0.37
S2 2.57 1.69 -0.59
H1 -1.57 0.85 1.13
H2 -2.48 0.08 -1.97
H3 -3.16 -0.37 -0.33
H4 -2.36 -1.72 -1.49
H5 1.41 1.96 -0.23
H6 -0.39 -0.89 -1.17
H7 1.50 -1.16 1.52
H8 0.39 0.95 2.12

**Charge**: 0
**Lowest unoccupied orbital energy**: 0.48 eV
**SMILES string**: C/C=C/NNC(=S)S
**Frontier orbital gap**: 0.3315 Eh
**2S+1**: 1


two:
Entry from OMol25: one molecule with the formula C4H8N2S2 (ωB97M-V/def2-TZVPD).

Geometry (Å):
C1 1.17 -0.15 -1.43
C2 1.12 0.63 0.93
C3 -0.09 0.65 1.45
C4 -1.40 0.75 0.73
H1 1.77 2.69 -0.54
H2 3.09 1.79 -0.38
H3 1.57 0.18 -2.37
H4 2.01 0.57 1.52
H5 -0.19 0.52 2.52
H6 -1.24 0.85 -0.33
H7 -1.95 1.62 1.11
H8 -1.70 -1.56 0.50
N1 2.21 1.85 -0.85
N2 1.41 0.77 -0.46
S1 0.39 -1.60 -1.27
S2 -2.49 -0.66 1.09

**Charge**: 0
**Lowest unoccupied orbital energy**: 0.50 eV
**SMILES string**: NN(C=S)/C=C\CS
**Frontier orbital gap**: 0.3307 Eh
**2S+1**: 1


Decreasing stability: two, one


one:
Entry from OMol25: a 4-piece molecular cluster, C2H10O4 overall (ωB97M-V/def2-TZVPD).

Geometry (Å):
C1 0.08 -2.82 1.02
C2 -0.91 -1.90 0.96
O1 -0.65 -0.58 0.68
H1 -0.19 -3.89 0.79
H2 1.11 -2.61 1.33
H3 -1.95 -2.04 1.16
H4 0.24 -0.61 0.29
H5 -0.16 4.87 0.70
H6 -0.67 4.09 -0.45
O2 -0.52 4.00 0.50
H7 1.22 -2.09 -1.58
H8 0.36 -0.90 -1.77
O3 1.26 -1.12 -1.50
H9 1.05 1.86 -0.86
H10 -0.40 2.02 -0.26
O4 0.12 1.72 -1.01

**Charge**: 0
**Lowest unoccupied orbital energy**: 0.69 eV
**SMILES string**: C=CO.O.O.O
**Frontier orbital gap**: 0.3438 Eh
**2S+1**: 1


two:
Entry from OMol25: a 4-piece molecular cluster, C2H10O4 overall (ωB97M-V/def2-TZVPD).

Geometry (Å):
O1 -1.31 -0.75 -0.21
C1 -0.32 -0.15 -0.53
C2 -0.14 0.59 -1.84
H1 0.65 -0.12 0.00
H2 0.52 1.45 -1.74
H3 -1.09 0.92 -2.26
H4 0.21 -0.23 -2.46
H5 -1.28 -2.78 0.64
H6 -1.20 -4.17 -0.01
O2 -0.67 -3.49 0.42
H7 1.72 -2.32 -1.16
H8 0.22 -2.72 -0.87
O3 0.84 -2.36 -1.53
H9 0.96 4.82 3.43
H10 0.16 5.61 4.45
O4 0.74 5.72 3.68

**Charge**: 0
**Lowest unoccupied orbital energy**: 0.62 eV
**SMILES string**: CC=O.O.O.O
**Frontier orbital gap**: 0.3876 Eh
**2S+1**: 1


Decreasing stability: two, one


one:
Entry from OMol25: a 4-piece molecular cluster, C2H10O4 overall (ωB97M-V/def2-TZVPD).

Geometry (Å):
O1 0.85 0.24 0.08
C1 1.32 0.72 1.09
C2 0.98 2.11 1.49
H1 2.09 0.08 1.56
H2 0.12 2.19 2.15
H3 0.72 2.72 0.63
H4 1.83 2.47 2.13
H5 0.61 -1.36 -0.56
H6 1.37 -2.77 -0.78
O2 0.53 -2.32 -0.66
H7 -1.52 -2.36 1.41
H8 -0.21 -2.80 0.90
O3 -0.67 -2.66 1.76
H9 -1.60 2.38 -2.96
H10 -2.70 2.86 -3.88
O4 -2.51 2.21 -3.21

**Charge**: 0
**Lowest unoccupied orbital energy**: 0.59 eV
**SMILES string**: CC=O.O.O.O
**Frontier orbital gap**: 0.4041 Eh
**2S+1**: 1


two:
Entry from OMol25: a 4-piece molecular cluster, C2H10O4 overall (ωB97M-V/def2-TZVPD).

Geometry (Å):
O1 2.39 0.10 0.33
C1 1.97 -0.01 1.45
C2 0.54 -0.21 1.81
H1 2.68 0.03 2.29
H2 0.38 0.13 2.83
H3 -0.20 0.17 1.10
H4 0.44 -1.30 1.93
H5 0.43 -0.57 -1.60
H6 1.34 0.52 -1.19
O2 0.86 0.20 -1.98
H7 -2.21 0.64 -2.14
H8 -0.83 0.72 -1.67
O3 -1.74 0.85 -1.32
H9 -2.72 -0.03 0.12
H10 -3.45 -1.33 0.03
O4 -2.71 -0.93 0.50

**Charge**: 0
**Lowest unoccupied orbital energy**: 0.73 eV
**SMILES string**: CC=O.O.O.O
**Frontier orbital gap**: 0.4118 Eh
**2S+1**: 1


Decreasing stability: two, one


one:
Entry from OMol25: one molecule with the formula C3H3F2NO (ωB97M-V/def2-TZVPD).

Geometry (Å):
C1 -0.01 1.64 1.64
C2 0.48 0.34 -0.09
C3 -1.03 0.09 0.51
N1 -1.04 0.88 1.67
O1 0.88 1.48 0.72
F1 0.20 2.59 2.48
F2 -1.94 0.65 -0.36
H1 1.15 -0.40 0.34
H2 0.56 0.72 -1.13
H3 -1.43 -0.90 0.76

**Charge**: 0
**Lowest unoccupied orbital energy**: 0.81 eV
**SMILES string**: FC1=N[C@@H](F)CO1
**Frontier orbital gap**: 0.4199 Eh
**2S+1**: 1


two:
Entry from OMol25: a 2-piece molecular cluster, C3H3F2NO overall (ωB97M-V/def2-TZVPD).

Geometry (Å):
C1 -1.88 -0.82 -0.01
C2 0.54 -0.51 0.52
C3 -0.64 -0.16 -0.31
N1 -2.87 -1.35 0.21
O1 -0.25 0.37 -1.40
F1 1.05 -1.74 0.11
F2 -1.40 1.36 0.68
H1 0.32 -0.65 1.65
H2 1.34 0.09 0.36
H3 -0.90 0.79 -2.04

**Charge**: 0
**Lowest unoccupied orbital energy (alpha / beta)**: -1.19 / -1.19 eV
**Frontier orbital gap (alpha / beta)**: 0.3859 / 0.3859 Eh
**2S+1**: 1


Decreasing stability: one, two